(1)
{"formula": "C42H55N4O4P2Sr", "method": "ωB97M-V with the def2-TZVPD basis set", "total_charge": 1, "homo_energy_ev": -10.280, "e_tot_ev": -78010.7431, "e_above_lowest_kj_mol": 32.5, "homo_lumo_gap_ev": 7.584, "spin_multiplicity": 1, "species": ["Sr", "O", "C", "C", "C", "C", "N", "C", "C", "C", "C", "C", "C", "O", "C", "C", "N", "H", "H", "H", "H", "H", "H", "H", "H", "H", "H", "H", "H", "N", "C", "C", "C", "C", "C", "C", "P", "C", "C", "C", "C", "C", "C", "C", "C", "C", "C", "C", "C", "H", "H", "H", "H", "H", "H", "H", "H", "H", "H", "H", "H", "H", "H", "H", "H", "N", "C", "C", "C", "O", "O", "H", "H", "H", "H", "H", "H", "C", "C", "C", "P", "C", "C", "C", "C", "C", "C", "H", "H", "H", "H", "H", "H", "H", "H", "H", "H", "H", "H", "H", "H", "H", "H", "H", "H", "H", "H", "H"], "xyz": [[-0.1471, 0.0075, 0.3792], [6.8838, -0.3967, 2.7147], [5.8635, -0.2902, 3.6801], [4.5461, -0.0753, 2.9885], [3.3778, 0.0415, 3.7309], [2.1878, 0.2298, 3.0609], [2.0884, 0.3129, 1.7345], [3.2132, 0.2257, 1.0153], [4.4542, 0.0301, 1.6119], [3.1031, 0.4585, -0.4713], [4.2182, 0.3293, -1.2868], [4.1307, 0.6631, -2.6272], [5.3040, 0.5236, -3.5548], [6.3224, -0.2128, -2.9115], [2.9218, 1.1537, -3.0919], [1.8422, 1.2229, -2.2320], [1.9153, 0.8684, -0.9460], [7.7199, -0.5678, 3.1571], [6.0444, 0.5531, 4.3606], [5.7915, -1.2012, 4.2889], [3.3795, -0.0093, 4.8100], [1.2595, 0.3125, 3.6123], [5.3548, -0.0273, 1.0267], [5.1515, -0.0464, -0.9008], [5.6577, 1.5258, -3.8311], [4.9646, 0.0222, -4.4699], [7.0908, -0.2492, -3.4880], [2.7877, 1.4512, -4.1225], [0.8736, 1.5599, -2.5807], [-1.5745, 1.5911, -2.6556], [-1.7164, 0.8996, -3.8708], [-2.1436, 1.5897, -5.0087], [-2.3245, 0.9303, -6.2071], [-2.0975, -0.4413, -6.3035], [-1.6510, -1.1187, -5.1886], [-1.4178, -0.4625, -3.9774], [-0.7192, -1.3545, -2.5709], [-1.7136, -2.8752, -2.5343], [-3.0635, -2.7208, -2.2140], [-3.8959, -3.8229, -2.1469], [-3.3833, -5.0939, -2.3779], [-2.0419, -5.2545, -2.6804], [-1.2069, -4.1473, -2.7651], [0.9277, -1.9177, -3.1143], [1.7419, -2.4643, -2.1208], [3.0215, -2.9101, -2.4050], [3.5142, -2.8017, -3.6993], [2.7188, -2.2559, -4.6940], [1.4336, -1.8181, -4.4046], [-1.9979, 2.5083, -2.7068], [-1.9526, 1.0950, -1.8460], [-2.3618, 2.6467, -4.9326], [-2.6711, 1.4858, -7.0678], [-2.2682, -0.9666, -7.2316], [-1.4727, -2.1867, -5.2452], [-3.4620, -1.7347, -2.0036], [-4.9404, -3.6894, -1.9031], [-4.0332, -5.9563, -2.3210], [-1.6417, -6.2418, -2.8632], [-0.1625, -4.2842, -3.0155], [1.3735, -2.5656, -1.1020], [3.6335, -3.3334, -1.6205], [4.5162, -3.1401, -3.9249], [3.0939, -2.1751, -5.7053], [0.8245, -1.3888, -5.1901], [-0.5466, 2.5316, 1.3376], [-1.8660, 2.8594, 1.9215], [-3.0241, 2.5379, 0.9824], [-3.2011, 1.0361, 0.7707], [-4.0862, 0.4163, 1.3276], [-2.2821, 0.5000, 0.0269], [0.1850, 2.8240, 1.9794], [-0.4115, 3.1011, 0.5050], [-1.9140, 3.9185, 2.2034], [-1.9708, 2.2801, 2.8436], [-2.8563, 3.0321, 0.0208], [-3.9378, 2.9451, 1.4171], [-3.1663, -2.8373, 1.1230], [-2.6304, -2.5940, 2.5330], [-3.2281, -3.5843, 3.5258], [-0.8006, -2.4095, 2.4079], [-0.1071, -3.8882, 1.5437], [1.4205, -3.7907, 1.5784], [-0.5661, -5.2890, 1.9415], [-0.0936, -2.3523, 4.1118], [-0.7919, -1.2250, 4.8784], [-0.0235, -3.6212, 4.9596], [-4.2292, -2.6050, 1.0803], [-3.0241, -3.8723, 0.8068], [-2.6935, -2.1902, 0.3792], [-2.9721, -1.5860, 2.8098], [-2.9006, -4.6079, 3.3446], [-4.3144, -3.5694, 3.4319], [-2.9931, -3.3405, 4.5597], [-0.4252, -3.7314, 0.5006], [1.8076, -3.9811, 2.5799], [1.7952, -2.8079, 1.2754], [1.8648, -4.5339, 0.9149], [-0.3412, -5.5186, 2.9814], [-0.0570, -6.0319, 1.3255], [-1.6356, -5.4235, 1.7954], [0.9467, -2.0395, 3.9407], [-1.7537, -1.5550, 5.2680], [-0.9928, -0.3433, 4.2632], [-0.1878, -0.9064, 5.7293], [-0.9871, -4.1142, 5.0661], [0.3270, -3.3737, 5.9622], [0.6748, -4.3483, 4.5478]]}


(2)
{"formula": "C42H56BN10RuS4Si", "method": "ωB97M-V with the def2-TZVPD basis set", "homo_energy_ev": [-6.762, -6.791], "e_tot_ev": -113847.5884, "e_above_lowest_kj_mol": 33.5, "homo_lumo_gap_ev": [6.665, 6.708], "spin_multiplicity": 2, "species": ["Ru", "C", "C", "C", "C", "N", "C", "C", "N", "B", "N", "C", "C", "N", "C", "S", "C", "C", "C", "C", "N", "C", "C", "N", "C", "S", "C", "C", "C", "C", "C", "S", "H", "H", "H", "H", "H", "H", "H", "H", "H", "H", "H", "H", "H", "H", "H", "H", "H", "H", "H", "H", "H", "H", "H", "H", "H", "H", "H", "H", "H", "H", "H", "H", "H", "H", "N", "C", "S", "N", "N", "C", "C", "C", "C", "C", "C", "C", "C", "C", "C", "C", "C", "N", "H", "H", "H", "H", "H", "H", "H", "H", "H", "H", "H", "C", "Si", "C", "C", "C", "C", "C", "C", "C", "H", "H", "H", "H", "H", "H", "H", "H", "H", "H", "H"], "xyz": [[-0.1639, 0.0372, -0.4778], [0.6063, 7.3158, -1.7189], [0.7446, 5.8005, -1.8591], [-0.2207, 5.3193, -2.9424], [2.2030, 5.4896, -2.2081], [0.3793, 5.1626, -0.5631], [-0.1764, 5.8461, 0.5057], [-0.4775, 4.9415, 1.4528], [-0.1158, 3.6945, 0.9911], [-0.4073, 2.3568, 1.6968], [0.3857, 2.1298, 2.9756], [1.2137, 3.0081, 3.6405], [1.9528, 2.2998, 4.5160], [1.5902, 0.9678, 4.3934], [0.6201, 0.8641, 3.4320], [-0.1657, -0.5054, 2.8348], [2.1953, -0.1567, 5.1503], [3.2451, 0.3922, 6.1156], [1.1095, -0.8661, 5.9596], [2.8848, -1.1085, 4.1714], [-1.9242, 2.1702, 1.9072], [-2.6406, 2.1500, 3.0749], [-3.9016, 1.7856, 2.7744], [-3.9628, 1.5584, 1.4081], [-2.7262, 1.7880, 0.8923], [-2.1357, 1.6770, -0.7221], [-5.2275, 1.0569, 0.7963], [-5.1561, 0.9095, -0.7183], [-6.3323, 2.0637, 1.1297], [-5.5242, -0.3115, 1.4141], [0.3999, 3.8255, -0.2644], [0.9438, 2.5893, -1.3077], [0.9150, 7.7690, -2.6594], [1.2478, 7.7124, -0.9304], [-0.4250, 7.6173, -1.5323], [0.0394, 5.7942, -3.8895], [-1.2441, 5.5979, -2.6857], [-0.1725, 4.2405, -3.0654], [2.5216, 6.1419, -3.0221], [2.3325, 4.4561, -2.5110], [2.8461, 5.6804, -1.3472], [-0.3029, 6.9103, 0.5108], [-0.9416, 5.0764, 2.4144], [-0.0872, 1.5489, 0.8918], [1.2220, 4.0621, 3.4276], [2.6914, 2.6377, 5.2152], [2.8105, 1.0761, 6.8460], [4.0590, 0.8935, 5.5896], [3.6719, -0.4480, 6.6619], [0.6556, -0.1734, 6.6709], [1.5586, -1.6873, 6.5197], [0.3354, -1.2644, 5.3084], [3.6540, -0.5757, 3.6091], [2.1704, -1.5349, 3.4711], [3.3611, -1.9155, 4.7302], [-2.1859, 2.3703, 4.0243], [-4.7525, 1.6507, 3.4139], [-4.8958, 1.8463, -1.2072], [-6.1506, 0.6084, -1.0539], [-4.4395, 0.1504, -1.0210], [-6.1045, 3.0374, 0.6947], [-6.4742, 2.1877, 2.2025], [-7.2743, 1.7110, 0.7098], [-4.6902, -0.9901, 1.2359], [-6.4217, -0.7282, 0.9560], [-5.6948, -0.2429, 2.4888], [-2.0526, -3.8598, -0.9737], [-1.2477, -2.7945, -0.7103], [-1.9699, -1.3154, -0.1739], [0.0357, -2.9449, -0.8490], [0.7538, -1.8173, -0.5304], [2.0296, -2.0119, -0.3900], [2.6729, -3.3318, -0.5728], [2.4077, -4.3867, 0.2939], [3.0580, -5.5984, 0.1329], [3.9677, -5.7730, -0.9019], [4.2343, -4.7257, -1.7705], [3.5952, -3.5056, -1.6013], [2.8106, -0.8787, 0.0863], [4.1631, -0.9807, 0.4227], [4.7819, 0.0980, 1.0203], [4.0380, 1.2409, 1.2816], [2.7134, 1.2692, 0.8880], [2.1088, 0.2491, 0.2888], [-2.9884, -3.6354, -1.2699], [-1.6070, -4.5986, -1.4964], [1.6833, -4.2522, 1.0865], [2.8486, -6.4134, 0.8138], [4.4679, -6.7244, -1.0285], [4.9401, -4.8553, -2.5807], [3.8077, -2.6829, -2.2741], [4.6993, -1.8993, 0.2368], [5.8282, 0.0432, 1.2923], [4.4708, 2.1036, 1.7689], [2.1130, 2.1531, 1.0413], [-0.8056, 1.2142, -3.8512], [-0.1899, -0.2625, -2.8247], [1.5683, -0.6158, -3.4560], [-1.2856, -1.6919, -3.4584], [-2.6739, -1.5266, -3.4856], [-3.5190, -2.5250, -3.9459], [-2.9886, -3.7253, -4.4043], [-1.6144, -3.9097, -4.3946], [-0.7795, -2.9043, -3.9218], [-1.0606, 0.8494, -4.8499], [-0.0187, 1.9628, -3.9511], [-1.6828, 1.7140, -3.4386], [1.6111, -0.4968, -4.5410], [1.9007, -1.6272, -3.2156], [2.2816, 0.0850, -3.0132], [-3.1044, -0.5962, -3.1267], [-4.5911, -2.3671, -3.9529], [-3.6426, -4.5060, -4.7730], [-1.1888, -4.8383, -4.7559], [0.2892, -3.0834, -3.9064]]}